<a>
Computed, not measured: one molecule with the formula C4H10N2, with ωB97M-V/def2-TZVPD.

XYZ file:
```
16
Properties=species:S:1:pos:R:3:nbo_charge:R:1
C -1.281 0.382 2.300 -0.62
H -2.000 -0.405 -0.247 0.19
N -0.306 -0.413 -1.350 -0.50
H 2.883 0.336 -1.178 0.39
C -0.558 0.586 0.965 -0.42
H -0.837 -1.529 0.292 0.19
C 0.899 -0.255 -1.660 0.29
H 1.952 -0.239 0.107 0.38
H -1.502 -0.650 2.555 0.21
C -0.930 -0.501 -0.053 -0.24
H -0.874 1.503 0.472 0.21
H -0.724 0.880 3.102 0.21
H 1.195 -0.341 -2.716 0.16
H -2.215 0.953 2.399 0.21
H 0.501 0.581 1.187 0.18
N 1.979 0.039 -0.843 -0.86
```

Computed properties:
SMILES string: CCC/N=C\N

---

<b>
Computed, not measured: one molecule with the formula C4H10N2, with ωB97M-V/def2-TZVPD.

XYZ file:
```
16
Properties=species:S:1:pos:R:3:nbo_charge:R:1
C -1.321 -0.995 0.052 -0.21
C 2.239 0.242 -0.148 -0.43
H -0.976 -1.769 -0.733 0.18
H -1.917 -1.559 0.799 0.18
H -0.594 1.801 -0.729 0.17
H 3.064 -0.049 -0.839 0.20
H 2.658 0.262 0.834 0.17
H 0.059 -0.312 1.511 0.17
N -1.951 0.197 -0.566 -0.64
H -1.335 1.671 0.850 0.18
C -0.142 -0.160 0.391 -0.08
N 1.024 -0.526 -0.476 -0.60
C -1.009 1.066 0.055 -0.21
H 2.051 1.292 -0.230 0.19
H 1.157 -1.505 -0.167 0.35
H -3.009 0.346 -0.606 0.37
```

Computed properties:
SMILES string: CNC1CNC1

---

<c>
Computed, not measured: one molecule with the formula C4H10N2, with ωB97M-V/def2-TZVPD.

XYZ file:
```
16
Properties=species:S:1:pos:R:3:nbo_charge:R:1
H 1.865 1.061 0.601 0.40
C -1.262 -0.520 -1.990 -0.62
C -1.174 0.464 -0.847 -0.43
H 0.565 -0.775 2.921 0.36
H 1.056 1.761 -0.769 0.37
H 1.683 -1.356 1.895 0.36
N 1.309 0.938 -0.236 -0.84
H -1.182 1.549 -1.001 0.21
H -2.281 -0.435 -2.437 0.21
H -1.937 0.324 -0.088 0.21
N 1.054 -0.570 2.047 -0.85
H -0.988 -1.033 1.120 0.18
C -0.043 -0.515 1.131 -0.18
H -1.007 -1.550 -1.759 0.22
C 0.133 0.196 -0.015 0.19
H -0.734 -0.086 -2.853 0.21
```

Computed properties:
SMILES string: CC/C(N)=C/N

---

Computed stability ranking, most favorable first: <a>, <c>, <b>